1.
{"formula": "C36H99N9O9", "method": "wB97M-V/def2-TZVPD", "spin_multiplicity": 2, "energy_ha": -2600.59880, "charge": -1, "homo_energy_ev": [0.680, -6.636], "orbital_gap_ha": [0.0572, 0.3252], "s2": 0.75, "species": ["C", "C", "C", "O", "C", "N", "H", "H", "H", "H", "H", "H", "H", "H", "H", "H", "H", "C", "C", "C", "O", "C", "N", "H", "H", "H", "H", "H", "H", "H", "H", "H", "H", "H", "C", "C", "C", "O", "C", "N", "H", "H", "H", "H", "H", "H", "H", "H", "H", "H", "H", "C", "C", "C", "O", "C", "N", "H", "H", "H", "H", "H", "H", "H", "H", "H", "H", "H", "C", "C", "C", "O", "C", "N", "H", "H", "H", "H", "H", "H", "H", "H", "H", "H", "H", "C", "C", "C", "O", "C", "N", "H", "H", "H", "H", "H", "H", "H", "H", "H", "H", "H", "C", "C", "C", "O", "C", "N", "H", "H", "H", "H", "H", "H", "H", "H", "H", "H", "H", "C", "C", "C", "O", "C", "N", "H", "H", "H", "H", "H", "H", "H", "H", "H", "H", "H", "C", "C", "C", "O", "C", "N", "H", "H", "H", "H", "H", "H", "H", "H", "H", "H", "H"], "xyz": [[4.227562, 0.294179, 2.684598], [5.422812, -0.632101, 2.233528], [5.573422, -0.632221, 0.730558], [4.525282, -1.247421, -0.061192], [4.395842, -2.678311, 0.175058], [6.593462, -0.091171, 2.944518], [4.162752, 0.208629, 3.769308], [3.265212, -0.042821, 2.299358], [4.343472, 1.349879, 2.439328], [5.304322, -1.670561, 2.542798], [6.497552, -0.922041, 0.230458], [5.525622, 0.412889, 0.424698], [3.836722, -3.199971, -0.601702], [3.873932, -3.003631, 1.074988], [5.360672, -3.183981, 0.213688], [6.280632, 0.225049, 3.851298], [7.277002, -0.834691, 2.938108], [-7.410318, -4.376571, 0.017128], [-6.600008, -3.104881, -0.301162], [-5.272588, -2.970461, 0.640108], [-4.419878, -1.877851, 0.302988], [-3.392838, -1.641361, 1.279038], [-6.191568, -3.359961, -1.668772], [-7.750348, -4.417561, 1.051918], [-6.740698, -5.218521, -0.158412], [-8.327888, -4.538321, -0.548562], [-7.220358, -2.209741, -0.256532], [-4.641248, -3.855121, 0.557208], [-5.549498, -2.850501, 1.687498], [-2.860528, -2.586481, 1.386328], [-3.687028, -1.226151, 2.242968], [-2.604438, -0.958661, 0.962108], [-5.861878, -4.305071, -1.533942], [-5.326588, -2.852061, -1.786902], [0.205872, -0.037041, 1.935758], [0.724362, -0.397341, 0.564608], [1.579082, 0.745599, 0.079098], [0.719312, 1.835859, -0.347052], [1.254862, 3.089719, -0.258052], [1.475252, -1.674081, 0.551658], [0.018522, 1.017049, 2.140428], [0.996012, -0.144661, 2.678868], [-0.723438, -0.522411, 2.233898], [-0.043908, -0.512191, -0.200032], [2.129612, 0.419829, -0.803442], [2.266742, 1.104049, 0.845088], [0.495882, 3.780359, -0.625572], [2.079582, 3.087599, -0.970742], [1.634942, 3.317119, 0.737898], [1.989152, -1.606531, -0.315202], [2.199912, -1.794211, 1.244868], [-2.717008, -1.625041, -4.459312], [-2.764848, -2.101631, -3.082492], [-1.415608, -2.353311, -2.394342], [-0.547428, -3.228061, -3.183652], [0.616082, -3.707881, -2.451392], [-3.695138, -1.274311, -2.235362], [-2.334978, -0.604351, -4.477812], [-3.748578, -1.546301, -4.802502], [-2.127298, -2.220881, -5.155962], [-3.347478, -3.012621, -3.219422], [-1.572708, -2.634351, -1.352972], [-0.828448, -1.441511, -2.284982], [1.313072, -4.384821, -2.945422], [0.414812, -4.199961, -1.499842], [1.326272, -2.922371, -2.193132], [-3.316258, -0.368531, -1.998472], [-3.871148, -1.657131, -1.317442], [1.390992, -3.480381, 3.748688], [0.800412, -4.511931, 2.791628], [-0.758968, -4.301001, 2.703688], [-1.463068, -5.344091, 2.001568], [-1.393088, -6.716161, 2.508088], [1.289932, -4.263081, 1.418128], [1.120352, -3.586931, 4.799168], [1.074202, -2.461921, 3.524008], [2.478252, -3.406891, 3.724708], [1.083102, -5.512141, 3.119918], [-1.037388, -3.332511, 2.288228], [-1.178358, -4.269971, 3.709298], [-0.401538, -7.155891, 2.615578], [-2.031528, -7.258591, 1.810768], [-1.644588, -6.863491, 3.558388], [0.602622, -4.673681, 0.802408], [1.141332, -3.289301, 1.195068], [0.103522, 2.121509, -3.551372], [0.792392, 2.560569, -4.833182], [-0.138838, 3.325249, -5.779922], [-0.642048, 4.596349, -5.394722], [-1.079118, 5.473609, -6.457452], [2.003762, 3.289479, -4.611452], [-0.790718, 1.547339, -3.793792], [-0.142188, 2.946159, -2.882292], [0.880252, 1.628489, -2.966792], [1.180862, 1.667899, -5.323422], [-0.953168, 2.722639, -6.182202], [0.538482, 3.462759, -6.622792], [-1.199468, 6.513509, -6.153762], [-1.986048, 5.244479, -7.016972], [-0.268398, 5.475969, -7.186032], [1.705802, 4.242909, -4.462132], [2.471422, 2.992209, -3.767042], [5.358642, 5.407289, -2.579112], [4.564472, 4.223189, -2.109772], [4.986042, 2.898969, -2.708552], [3.921752, 1.921009, -2.547422], [4.425842, 0.738629, -3.058212], [4.615942, 4.132679, -0.657612], [5.064742, 6.334609, -2.087392], [5.018692, 5.429009, -3.614512], [6.390522, 5.172299, -2.318152], [3.530472, 4.523419, -2.279482], [5.902132, 2.537349, -2.241542], [5.179972, 3.198789, -3.738402], [3.635392, -0.010631, -3.014322], [5.222092, 0.458619, -2.368522], [4.807672, 0.778699, -4.078362], [5.570272, 3.975549, -0.366632], [4.181922, 3.250069, -0.427972], [-4.760188, 2.518759, -1.852442], [-3.265808, 2.874709, -1.846622], [-2.779928, 4.155489, -1.038782], [-2.851598, 4.038409, 0.392708], [-1.684378, 4.538219, 1.119898], [-2.560018, 1.730599, -1.172152], [-5.479458, 3.286569, -2.137432], [-4.992588, 2.493599, -0.787802], [-5.031398, 1.524329, -2.206912], [-2.986058, 2.914039, -2.899382], [-3.589258, 4.845769, -1.276692], [-1.820148, 4.473979, -1.445562], [-1.635618, 5.626149, 1.073598], [-0.725148, 4.022679, 1.073118], [-2.061898, 4.221319, 2.092088], [-1.596878, 2.017499, -1.071362], [-2.825558, 1.720719, -0.197732], [-2.700668, -0.388761, 5.092298], [-2.030578, 0.298849, 6.246718], [-0.600078, 0.743919, 5.975138], [0.181462, -0.460361, 5.809388], [1.591522, -0.132041, 5.787648], [-2.793758, 1.445129, 6.802338], [-2.822658, 0.231369, 4.204228], [-3.716458, -0.689321, 5.349048], [-2.234318, -1.326481, 4.790148], [-1.918048, -0.564991, 6.901868], [-0.288388, 1.203939, 6.912868], [-0.507338, 1.373309, 5.090068], [1.916352, 0.405919, 6.678268], [1.797152, 0.441799, 4.884028], [2.090702, -1.094601, 5.676298], [-3.775438, 1.223789, 6.888398], [-2.462888, 1.504889, 7.754728]], "atomic_forces_ev_per_a": [[0.3, -1.5, -0.1], [-0.7, 0.8, 0.7], [-0.4, 1.2, -1.8], [-0.3, -1.4, 1.1], [0.4, 0.0, -0.1], [-0.2, 0.0, -1.8], [-0.1, 0.1, 0.2], [0.1, -0.1, -0.1], [0.4, -0.1, -0.2], [-0.7, -0.1, 0.2], [0.6, -0.7, 0.9], [-0.2, 0.3, 0.0], [-0.1, 0.6, -0.5], [0.0, 0.6, 0.4], [0.4, 0.2, 0.0], [0.5, -0.4, 0.3], [0.4, 0.2, 0.8], [0.0, 0.4, 1.4], [0.9, -0.4, 0.7], [-1.2, 0.1, 0.0], [-0.4, 1.0, 0.7], [0.5, -0.8, -0.4], [0.7, 0.1, 0.1], [0.2, 0.0, 0.3], [-0.1, -0.3, 0.1], [0.3, 0.4, -0.5], [0.2, 0.1, 0.2], [-0.3, -0.6, -0.1], [-0.3, -0.1, 0.2], [0.0, -0.2, 0.6], [-0.8, -0.4, 0.1], [-0.5, 0.3, -0.9], [0.2, -0.5, -1.0], [0.0, 0.6, -0.8], [-0.3, 0.3, 0.9], [0.4, 0.2, 0.4], [-0.3, 1.1, -1.0], [-1.2, -2.4, 0.9], [1.0, 0.3, -1.0], [-0.6, 1.1, -0.8], [-0.3, 0.4, -1.0], [0.0, -0.9, 0.1], [0.3, -0.5, 0.2], [-0.4, 0.0, 0.2], [0.4, 0.1, -0.1], [0.1, 0.0, 0.0], [0.2, 0.2, 0.3], [0.4, 0.7, 0.0], [-0.1, 0.3, 0.2], [0.3, -0.6, -0.3], [0.0, 0.7, 0.5], [0.1, 1.8, -1.5], [-1.0, -0.8, 2.1], [1.0, 0.2, -0.7], [0.4, -1.0, 1.2], [0.0, 0.7, 0.4], [0.9, -0.1, -1.1], [0.3, 0.2, -0.2], [0.0, -0.1, -0.2], [0.0, -0.2, 0.3], [0.4, -0.8, 0.7], [0.0, -0.9, 0.0], [-0.3, 0.7, -0.2], [-0.9, -0.3, -1.1], [-0.7, 0.0, 0.0], [-0.3, 0.8, 0.1], [0.4, 0.5, -0.4], [0.2, -0.5, -0.2], [0.1, 0.5, 0.2], [-1.1, 1.6, -1.0], [0.3, -1.7, 1.8], [0.5, -0.7, 0.2], [0.4, 1.3, 0.0], [0.3, -1.0, 0.5], [-0.2, -0.5, 0.0], [-0.3, 0.1, -0.4], [0.1, -0.4, -0.2], [-0.3, -0.1, -0.1], [0.4, -0.2, -0.6], [0.0, -0.1, 0.5], [0.5, 0.2, -1.2], [0.2, -0.2, 0.4], [-1.2, 0.6, 0.2], [0.0, -0.7, -0.3], [0.1, 0.3, 0.1], [0.6, 0.3, 0.1], [-1.1, -0.2, 0.8], [0.7, -0.1, -1.9], [-0.6, 0.7, 0.7], [1.4, -0.6, -0.3], [0.4, 1.6, -0.1], [0.1, -0.3, 0.5], [-0.4, 0.4, -0.3], [-0.4, -0.8, 0.1], [-0.9, -0.4, -0.6], [-0.2, -0.4, 0.4], [0.0, 0.4, -0.6], [0.2, -0.3, 0.8], [-0.3, -0.8, 0.4], [0.1, 0.1, -0.3], [0.4, 0.5, 0.2], [0.1, -0.3, 0.1], [-0.3, -0.7, 0.0], [-0.7, 0.3, 2.3], [-1.5, 1.2, -0.4], [0.9, 2.3, -0.7], [0.0, -1.6, 0.6], [-0.1, -0.1, 0.7], [-0.1, -0.2, 0.1], [1.2, 0.6, -0.5], [0.4, 0.5, -0.8], [-0.3, -0.8, -0.6], [0.1, 0.0, 0.1], [0.0, -1.1, -0.7], [0.1, -0.1, 0.0], [0.3, -0.7, -0.2], [0.0, 0.4, -0.2], [0.5, 0.2, 0.1], [-0.4, -0.2, 0.4], [-0.2, 0.8, 2.2], [0.7, -1.2, 1.4], [-2.5, -0.2, -0.9], [1.9, -0.3, -1.3], [-2.2, -0.9, 1.2], [-0.1, 0.1, -1.0], [0.4, 0.1, -0.9], [-0.2, -0.4, 0.4], [0.4, 0.2, -0.5], [0.7, 0.3, 0.1], [0.4, 0.9, -0.2], [0.1, 0.0, 0.3], [0.3, -0.1, -0.2], [-0.2, 0.0, -1.0], [0.5, 0.7, 0.6], [0.6, -0.3, -0.3], [-0.6, 0.1, 0.2], [-1.0, 0.1, -1.1], [0.0, -0.5, -0.4], [-0.1, -1.7, 0.4], [0.3, 1.2, 0.2], [-1.1, -0.9, -0.6], [0.6, -0.8, -0.2], [0.2, 0.2, -0.1], [-0.2, 0.1, 0.3], [0.5, 0.2, 0.1], [0.1, 0.3, 1.0], [0.4, 0.6, -0.2], [0.0, 0.3, 0.1], [0.0, 0.0, 0.0], [0.2, 0.3, 0.0], [0.3, 0.1, 0.2], [-0.2, -0.2, -0.2], [0.0, 0.5, 0.3]], "mulliken_charge": [0.33, -0.39, -0.85, 0.54, -1.59, -0.53, -0.26, -0.64, 0.17, 0.01, 0.48, -0.04, 0.03, 0.39, 0.55, 0.57, 0.50, -1.45, 0.10, -0.64, -0.39, -0.46, -0.68, 0.38, 0.37, 0.35, 0.37, 0.25, 0.42, 0.26, 0.39, -0.17, 0.37, 0.28, -0.12, 1.32, 0.20, 1.23, -1.13, 0.36, 0.13, -0.44, 0.17, -0.81, -0.08, -0.20, 0.06, -0.45, 0.45, -0.24, -0.07, -1.64, 0.84, 0.57, -0.48, -0.38, -0.38, 0.08, 0.47, 0.32, 0.20, 0.16, -0.39, 0.44, 0.16, -0.09, 0.09, 0.20, -1.32, 0.57, 0.28, -0.22, -1.03, -0.38, 0.50, -0.51, 0.55, 0.50, -0.69, 0.51, 0.32, 0.26, 0.39, 0.24, 0.16, -0.21, 0.40, -1.14, -0.27, -0.85, -0.57, 0.18, -0.27, -0.14, 0.31, 0.47, 0.52, 0.25, 0.31, 0.35, 0.35, -0.01, -1.65, 0.96, -1.23, 0.53, -1.12, -0.68, 0.38, 0.38, 0.38, 0.08, 0.58, 0.28, 0.13, 0.30, 0.36, 0.37, -0.02, -1.70, 0.49, -0.64, -0.32, -0.90, 0.46, 0.39, 0.39, 0.38, 0.12, 0.49, 0.33, 0.27, 0.28, 0.33, -0.59, 0.20, -1.26, 0.51, -0.53, 0.40, -1.66, -0.71, 0.24, 0.55, 0.13, 0.04, 0.29, 0.17, 0.59, 0.13, 0.10, 0.29, 0.30]}



2.
{"formula": "C18H31BBr2F4N2O4OsSi4", "method": "wB97M-V/def2-TZVPD", "spin_multiplicity": 5, "energy_ha": -7936.06340, "homo_energy_ev": [-8.548, -8.721], "orbital_gap_ha": [0.2780, 0.2062], "s2": 6.03, "species": ["Os", "Br", "C", "C", "C", "Br", "C", "C", "C", "C", "N", "C", "C", "O", "H", "H", "H", "H", "F", "B", "F", "F", "F", "C", "Si", "C", "C", "Si", "Si", "C", "C", "C", "Si", "C", "C", "C", "H", "H", "H", "H", "H", "H", "H", "H", "H", "H", "H", "H", "H", "H", "H", "H", "H", "H", "H", "H", "H", "H", "H", "H", "H", "H", "H", "O", "N", "O", "O"], "xyz": [[-0.170940, 0.090561, 1.150375], [3.692562, 3.406221, 1.039238], [2.630260, 2.855525, 2.504126], [2.939256, 3.289677, 3.788615], [2.179587, 2.893940, 4.864448], [2.627569, 3.568926, 6.582117], [1.092755, 2.006168, 4.710117], [0.271439, 1.507076, 5.740756], [-0.727655, 0.616637, 5.435726], [-0.903082, 0.209211, 4.107605], [-0.153621, 0.660895, 3.134178], [0.817239, 1.555090, 3.396733], [1.556105, 2.002963, 2.255108], [1.221677, 1.613574, 1.060357], [3.784003, 3.946220, 3.932042], [0.443111, 1.820172, 6.760749], [-1.367642, 0.210592, 6.201759], [-1.672488, -0.503011, 3.836939], [-2.492185, 0.652089, 0.998370], [-3.848981, 1.165214, 1.343273], [-4.348579, 1.659938, 0.172656], [-4.557533, 0.098077, 1.797852], [-3.660241, 2.126731, 2.287633], [-3.654688, -1.233435, -1.401624], [-2.009493, -2.084489, -1.783771], [-1.754441, -2.357573, -3.664311], [-1.745716, -3.761540, -0.925849], [0.093281, -0.590961, -1.028752], [-0.323351, 1.790620, -2.304200], [1.186928, 2.849667, -1.856112], [-1.997797, 2.524109, -1.810568], [-0.217095, 1.322808, -4.157066], [2.159661, -1.610527, -1.747947], [2.334171, -1.938255, -3.631327], [2.486169, -3.236383, -0.792638], [3.484153, -0.339721, -1.208319], [-4.487839, -1.902127, -1.605194], [-3.809901, -0.335477, -1.989348], [-3.714543, -0.950647, -0.356838], [-2.520196, -3.040980, -4.020841], [-0.792530, -2.805059, -3.891931], [-1.844135, -1.445735, -4.242223], [-2.515591, -4.470679, -1.230393], [-1.801522, -3.664397, 0.154031], [-0.785459, -4.202898, -1.177790], [1.378369, 2.816685, -0.789619], [1.034417, 3.891319, -2.127779], [2.088430, 2.511428, -2.358192], [-2.144923, 2.490096, -0.735855], [-2.835188, 1.995603, -2.254323], [-2.075817, 3.565504, -2.113899], [0.723250, 0.839558, -4.399321], [-0.279209, 2.223975, -4.761024], [-1.019737, 0.668543, -4.475403], [1.592378, -2.638839, -3.998249], [3.309459, -2.355977, -3.860938], [2.234177, -1.026006, -4.209150], [1.776272, -4.019696, -1.038684], [2.416451, -3.052040, 0.275925], [3.480462, -3.631997, -0.988061], [3.604339, 0.471259, -1.918645], [4.457081, -0.803495, -1.078106], [3.203541, 0.099159, -0.254990], [-0.997333, -1.933272, 1.661766], [-0.007173, -2.531750, 2.186338], [-0.133491, -3.625131, 2.655517], [1.071561, -1.923732, 2.154930]], "atomic_forces_ev_per_a": [[-0.5, -0.6, -1.3], [-0.1, 0.0, 0.2], [-0.5, -0.6, -0.7], [-0.2, 0.0, 0.7], [0.4, 0.3, 0.0], [-0.1, -0.1, -0.1], [0.1, 0.0, -0.4], [-0.2, -0.2, -0.1], [0.2, 0.2, 0.0], [-0.5, -0.3, 0.4], [0.0, 0.0, 1.1], [0.9, 0.9, 0.1], [0.8, 0.9, 1.6], [-1.4, -1.5, -0.8], [0.0, 0.0, 0.0], [0.0, 0.0, 0.0], [-0.1, 0.0, 0.0], [0.0, 0.0, 0.0], [1.1, -0.4, -0.1], [0.1, 0.1, -0.1], [-0.3, 0.3, -0.7], [-0.4, -0.8, 0.3], [0.2, 0.6, 0.7], [0.7, -0.3, 0.0], [0.3, 0.0, -0.4], [0.0, 0.2, 0.8], [-0.1, 0.6, 0.0], [-0.2, -0.5, -1.5], [0.1, 0.0, -0.4], [-0.5, -0.5, 0.1], [0.6, -0.4, 0.0], [-0.1, 0.0, 0.7], [0.8, -0.1, -0.1], [-0.3, 0.2, 0.7], [-0.4, 0.6, -0.2], [-0.5, -0.4, -0.1], [0.0, -0.3, -0.1], [0.1, 0.2, -0.1], [0.0, 0.0, 0.2], [-0.2, -0.2, 0.0], [0.2, -0.1, 0.1], [0.0, 0.2, -0.1], [-0.2, 0.1, -0.2], [0.0, 0.0, 0.1], [0.2, 0.0, -0.1], [0.0, 0.0, 0.1], [-0.2, 0.2, -0.1], [0.1, -0.2, -0.1], [0.0, 0.0, 0.2], [0.0, -0.2, -0.1], [0.2, 0.2, -0.1], [0.2, -0.1, 0.1], [0.0, 0.3, 0.0], [-0.2, -0.1, 0.0], [-0.2, -0.2, 0.0], [0.3, -0.1, 0.1], [0.0, 0.2, -0.1], [-0.2, -0.1, -0.1], [0.0, 0.0, 0.2], [0.2, 0.1, -0.2], [-0.1, 0.2, -0.2], [0.2, -0.2, 0.0], [0.0, 0.1, 0.2], [-1.1, 1.7, -0.6], [0.7, -0.4, 0.2], [-0.3, -0.6, 0.2], [0.8, 0.8, 0.0]], "nbo_charge": [1.30, 0.09, -0.12, -0.23, -0.09, 0.07, -0.04, -0.11, -0.25, 0.11, -0.54, 0.10, 0.29, -0.69, 0.25, 0.24, 0.24, 0.24, -0.60, 1.35, -0.55, -0.55, -0.55, -1.13, 1.47, -1.12, -1.13, -0.12, 1.51, -1.15, -1.14, -1.12, 1.23, -1.08, -1.09, -1.09, 0.25, 0.25, 0.28, 0.25, 0.24, 0.23, 0.25, 0.27, 0.24, 0.28, 0.25, 0.24, 0.28, 0.26, 0.25, 0.24, 0.25, 0.24, 0.23, 0.24, 0.23, 0.23, 0.25, 0.24, 0.23, 0.24, 0.24, -0.52, 0.72, -0.37, -0.49]}



The evaluated F_max for the records listed, in turn: 2.823, 2.161 eV Å⁻¹.
The evaluated ΔE to the lowest compared entry with this formula, charge and spin for the records listed, in turn: 2.628, 1.626 eV.